Record 1
DFT (ωB97M-V/def2-TZVPD) results for a cluster of 2 separate species, C3H9NO2S2 in total in a non-equilibrium geometry.

Geometry as ORCA input:
```
! RIJCOSX wB97M-V def2-TZVPD def2/J DEFGRID3
* xyz 0 1
O 1.94725 -0.55459 -2.88641
C 0.99388 0.05535 -2.42996
N 0.10034 -0.53666 -1.59533
C -0.86315 0.29201 -0.92497
C -0.38827 0.64177 0.44195
S -1.66248 0.63906 1.74534
S -1.35238 2.09968 3.11005
H 0.77721 1.05552 -2.87221
H 0.31997 -1.42334 -1.17709
H -1.13320 1.12831 -1.56979
H -1.83682 -0.28357 -1.02532
H 0.03509 1.64627 0.59775
H 0.44036 -0.02767 0.88584
H -1.65447 3.24329 2.45613
O 1.03639 -2.56722 1.77999
H 1.73144 -2.46032 2.43918
H 1.50883 -2.94788 1.02485
*
```

As for the HOMO energy: -8.90 eV. The molar mass comes out at 155.2 g/mol. The calculation puts the energy relative to the best compared isomer or geometry (same formula, charge and spin) at 131.5 kJ/mol. As for the electronic energy: -30512.001 eV.

Record 2
DFT (ωB97M-V/def2-TZVPD) results for a structure of composition C22H25N10O2SSn in a non-equilibrium geometry.

Geometry as ORCA input:
```
! RIJCOSX wB97M-V def2-TZVPD def2/J DEFGRID3
* xyz 3 1
Sn -0.29626 -0.36715 -1.12677
N -2.69519 3.01840 0.65035
C -2.36749 2.53750 1.91365
C -2.71205 2.93807 3.20077
C -2.19701 2.19247 4.24080
C -1.36369 1.08414 4.01848
C -1.01417 0.69665 2.74038
C -1.53373 1.44118 1.68102
N -1.37560 1.28242 0.30438
C -2.08951 2.23969 -0.26158
C -2.12845 2.38735 -1.70560
C -2.73512 3.34983 -2.44750
S -2.39680 3.12263 -4.10335
C -1.47357 1.75110 -3.72282
N -1.41580 1.46824 -2.44573
H -3.29183 3.80895 0.46239
H -3.36272 3.78490 3.38014
H -2.45514 2.45650 5.25821
H -0.99748 0.52867 4.87281
H -0.38227 -0.16296 2.54507
H -3.34996 4.17349 -2.11381
H -0.95975 1.17292 -4.47889
N -4.14098 -2.14010 0.52471
C -3.35561 -1.06153 0.50395
N -2.55875 -1.12696 -0.54838
C -2.92421 -2.30648 -1.15062
N -3.87849 -2.93695 -0.51673
C -2.36481 -2.79352 -2.40613
C -2.78989 -3.98781 -3.01638
N -2.30427 -4.35665 -4.18641
C -1.39742 -3.63554 -4.83498
C -0.96961 -2.48626 -4.17360
N -1.42617 -2.09036 -3.03719
H -4.87155 -2.38999 1.17410
H -3.38108 -0.26969 1.23765
H -3.53187 -4.61755 -2.53939
H -1.03462 -3.96581 -5.79835
H -0.10242 -1.77398 -4.55534
C 3.95983 -1.20546 2.41393
C 2.78911 -1.28416 1.40029
N 2.84942 -0.16985 0.44425
C 2.76039 1.10939 1.16663
C 3.92667 1.24996 2.17847
N 4.76786 0.01192 2.07650
C 5.32373 -0.11244 0.68550
C 4.12408 -0.22995 -0.29105
H 4.60733 -2.07620 2.34234
H 3.60918 -1.12473 3.43971
H 1.82926 -1.24213 1.91573
H 2.82748 -2.21844 0.84280
H 1.79893 1.15647 1.67756
H 2.79432 1.91441 0.43455
H 3.57242 1.35355 3.20162
H 4.55386 2.10855 1.94966
H 5.54200 0.08446 2.73647
H 5.96840 -0.98771 0.64618
H 5.93602 0.76207 0.47794
H 4.16308 -1.17061 -0.83702
H 4.14113 0.57792 -1.02029
O 0.98248 -0.70154 -3.11000
O 0.79836 -0.77129 -4.31107
*
```

As for the HOMO energy (alpha / beta): -16.41 / -16.41 eV. The molar mass comes out at 612.3 g/mol. The calculation puts the energy relative to the best compared isomer or geometry (same formula, charge and spin) at 120.4 kJ/mol. As for the electronic energy: -58853.732 eV.

Record 3
DFT (ωB97M-V/def2-TZVPD) results for a structure of composition C25H20OP2PdS2 in a non-equilibrium geometry.

Geometry as ORCA input:
```
! RIJCOSX wB97M-V def2-TZVPD def2/J DEFGRID3
* xyz -2 1
Pd -1.90438 -2.08858 -3.19369
S 0.42058 -3.12455 -2.50802
P 0.34306 -1.87635 -0.89647
C -1.13501 -1.16979 -1.43347
P -1.63183 0.47270 -1.14449
S -3.12624 0.38756 -2.48430
C -0.37122 1.70698 -1.59603
C 0.09996 1.67338 -2.90878
C 0.97417 2.64270 -3.36630
C 1.39657 3.66954 -2.52388
C 0.92988 3.71299 -1.21881
C 0.04686 2.74035 -0.76165
C -2.17551 0.79772 0.57824
C -1.43542 0.39261 1.68534
C -1.84898 0.68906 2.97683
C -3.01671 1.41234 3.18492
C -3.76236 1.83093 2.08968
C -3.34044 1.52951 0.80096
C 0.18894 -2.70925 0.72613
C -1.08918 -3.03497 1.16416
C -1.27075 -3.64921 2.39466
C -0.17801 -3.95799 3.19664
C 1.10555 -3.66537 2.75114
C 1.28426 -3.05543 1.51633
C 1.72766 -0.70187 -0.78999
C 2.09761 -0.05104 0.38832
C 3.17349 0.82437 0.41824
C 3.92083 1.05150 -0.72902
C 3.58131 0.38478 -1.90064
C 2.50311 -0.48502 -1.92771
H -0.24433 0.88311 -3.56754
H 1.32571 2.60256 -4.39125
H 2.07856 4.43039 -2.88740
H 1.24323 4.51309 -0.55645
H -0.33224 2.80449 0.25277
H -0.52303 -0.17183 1.54770
H -1.25889 0.34994 3.82078
H -3.34357 1.64540 4.19233
H -4.67575 2.39622 2.23755
H -3.91819 1.85884 -0.05528
H -1.93363 -2.79552 0.52399
H -2.27328 -3.89068 2.72732
H -0.32464 -4.43773 4.15799
H 1.96563 -3.92247 3.35956
H 2.28880 -2.85062 1.16322
H 1.55945 -0.23510 1.31029
H 3.43039 1.33003 1.34238
H 4.75812 1.73954 -0.71180
H 4.15581 0.54893 -2.80501
H 2.24380 -0.99853 -2.84595
O -3.72973 -2.14968 -3.30352
*
```

As for the HOMO energy (alpha / beta): 0.75 / 0.60 eV. The molar mass comes out at 568.9 g/mol. The calculation puts the energy relative to the best compared isomer or geometry (same formula, charge and spin) at 0.0 kJ/mol. As for the electronic energy: -72021.654 eV.

Record 4
DFT (ωB97M-V/def2-TZVPD) results for an isolated molecule of C5H12N2 in a non-equilibrium geometry.

Geometry as ORCA input:
```
! RIJCOSX wB97M-V def2-TZVPD def2/J DEFGRID3
* xyz 0 1
C 0.22402 1.60728 -2.04829
C -0.52350 1.23387 -0.76697
C -0.82979 -0.24492 -0.55833
C 0.45577 -1.04953 -0.20930
N 0.39870 -2.12184 0.78257
C 0.36443 -1.77997 1.99162
N 0.09376 -0.50949 2.53182
H 1.26721 1.29961 -1.91139
H 0.33637 2.68450 -2.10113
H -0.15598 1.06863 -2.91180
H -1.43248 1.82951 -0.64265
H 0.08949 1.60698 0.06441
H -1.51467 -0.27146 0.28869
H -1.20942 -0.69578 -1.45857
H 0.82298 -1.49925 -1.13369
H 1.23056 -0.32284 0.07241
H 0.63532 -2.47324 2.78834
H 0.29400 0.26560 1.92923
H -0.54677 -0.62765 3.29303
*
```

As for the HOMO energy: -8.94 eV. The molar mass comes out at 100.2 g/mol. The calculation puts the energy relative to the best compared isomer or geometry (same formula, charge and spin) at 129.4 kJ/mol. As for the electronic energy: -8358.795 eV.

Record 5
DFT (ωB97M-V/def2-TZVPD) results for a structure of composition C39H45F2N5SSbTi.

Geometry as ORCA input:
```
! RIJCOSX wB97M-V def2-TZVPD def2/J DEFGRID3
* xyz 1 3
Ti 1.38735 0.88597 0.16062
C 3.52066 -0.34500 -2.43307
C 3.25039 -1.47244 -1.44991
N 2.59781 -1.02988 -0.19458
C 3.05905 -1.67729 1.04825
C 3.43424 -0.64446 2.11544
N 2.58467 0.56593 2.07619
C 3.22783 1.73583 2.70909
C 4.52659 2.17144 2.03049
C 4.55403 2.00634 0.51598
N 3.26531 2.35907 -0.09904
C 3.42979 2.89198 -1.46385
C 2.14932 2.71937 -2.24988
N 1.64307 1.34548 -2.09112
C 2.29920 0.36910 -3.00262
H 4.05817 -0.78196 -3.27905
H 4.20853 0.36532 -1.97379
H 4.20596 -1.93015 -1.18748
H 2.63665 -2.24611 -1.92030
H 1.61259 -1.29229 -0.32930
H 3.94590 -2.27705 0.83678
H 2.29933 -2.37403 1.40753
H 4.46109 -0.32652 1.94391
H 3.40780 -1.09987 3.11038
H 1.74970 0.38660 2.62976
H 3.43206 1.52591 3.76408
H 2.48544 2.53505 2.67936
H 5.38097 1.63709 2.44899
H 4.68703 3.22237 2.28188
H 4.78875 0.97744 0.23176
H 5.35360 2.63535 0.11137
H 2.85219 3.10207 0.45428
H 4.24314 2.34805 -1.94338
H 3.72874 3.94442 -1.44020
H 2.32441 2.94993 -3.30585
H 1.38026 3.39758 -1.88039
H 0.65759 1.35571 -2.34697
H 2.58674 0.89833 -3.91668
H 1.55046 -0.37129 -3.28415
F 0.17328 6.25213 -0.20360
C -0.13009 4.94824 -0.10562
C 0.74079 4.08285 0.52231
C 0.40962 2.73209 0.64730
C -0.87938 2.28041 0.26994
C -1.60525 3.15685 -0.54736
F -2.67270 2.73757 -1.24820
C -1.27288 4.48499 -0.72657
C -1.38250 1.05302 1.05611
C -2.97109 0.12803 2.28393
C -2.45539 -1.00038 3.08255
C -1.13099 -1.32557 3.06087
C -0.15216 -0.75939 2.23273
N -0.20511 0.24373 1.32925
H 1.68466 4.49734 0.86874
H -1.90088 5.13171 -1.32161
H -4.03010 0.28035 2.47392
H -3.13098 -1.49711 3.76483
H -0.77353 -2.10926 3.71863
H 0.81550 -1.24472 2.29369
S -0.32314 -0.77784 -1.59399
Sb -2.07555 -1.62715 -0.32011
C -3.53632 -2.07244 -1.76548
C -4.39036 -3.15512 -1.59525
C -5.33658 -3.44967 -2.56536
C -5.43113 -2.66059 -3.70281
C -4.57864 -1.57920 -3.87383
C -3.62896 -1.28332 -2.90815
C -1.47817 -3.60006 0.18049
C -1.15674 -4.32399 -0.96981
C -0.65341 -5.61031 -0.85888
C -0.47255 -6.18125 0.39244
C -0.80868 -5.46815 1.53196
C -1.31497 -4.17879 1.42999
C -2.66120 0.15625 0.74994
C -2.13916 1.43994 2.38976
C -3.01044 2.65170 2.29083
C -4.06887 2.77918 1.48621
C -4.50482 1.83350 0.45639
C -3.86058 0.73994 0.04445
H -4.32205 -3.78325 -0.71409
H -5.99841 -4.29529 -2.43391
H -6.16835 -2.89160 -4.46008
H -4.65002 -0.96746 -4.76353
H -2.94768 -0.45221 -3.05258
H -1.28115 -3.88600 -1.95325
H -0.40674 -6.16718 -1.75330
H -0.08245 -7.18685 0.47657
H -0.68991 -5.91939 2.50852
H -1.60419 -3.64480 2.32157
H -1.46727 1.49731 3.24570
H -2.76640 3.48365 2.94110
H -4.63728 3.69972 1.54160
H -5.38699 2.12342 -0.10175
H -4.25806 0.22101 -0.81770
*
```

The expectation value of S² is 2.0243. As for the HOMO energy (alpha / beta): -8.20 / -10.00 eV. The molar mass comes out at 823.5 g/mol. The calculation puts the energy relative to the best compared isomer or geometry (same formula, charge and spin) at 362.9 kJ/mol. As for the electronic energy: -94539.121 eV.

Record 6
DFT (ωB97M-V/def2-TZVPD) results for a cluster of 11 separate species, C26H68N6O22 in total in a non-equilibrium geometry.

Geometry as ORCA input:
```
! RIJCOSX wB97M-V def2-TZVPD def2/J DEFGRID3
* xyz 0 1
C -0.71607 0.23481 -3.91734
N -0.33540 1.25725 -4.96461
O 0.82246 1.60156 -4.94647
O -1.20769 1.55484 -5.78040
H -1.43161 0.62844 -3.19543
H 0.19534 0.16427 -3.32367
H -1.01815 -0.71053 -4.36809
C -0.92519 -3.72431 -4.43929
N -1.01462 -3.29824 -3.03087
O -0.19110 -2.54742 -2.61538
O -2.00213 -3.64005 -2.31705
H 0.04314 -4.22241 -4.48747
H -0.96661 -2.88928 -5.13865
H -1.77004 -4.40289 -4.55707
C 2.89913 -1.17685 4.34833
N 3.79314 -0.30281 5.12634
O 4.04089 -0.61897 6.28189
O 4.12836 0.74139 4.61921
H 3.35687 -2.16017 4.24036
H 2.86753 -0.70162 3.36790
H 1.96005 -1.18061 4.90171
C -0.70076 -0.40419 0.05711
N 0.72776 0.12119 0.13675
O 1.49699 -0.35172 0.94503
O 1.05413 1.04870 -0.63227
H -1.42561 0.38778 0.24546
H -0.73684 -1.14054 0.85997
H -0.72304 -0.90319 -0.91170
C -5.41667 -1.62232 -2.67072
N -4.06986 -1.19431 -3.11267
O -3.85150 -1.22280 -4.31749
O -3.31887 -0.66746 -2.26057
H -5.62782 -2.60331 -3.09637
H -6.19107 -0.89630 -2.91829
H -5.36416 -1.64571 -1.58224
C -0.23571 -4.34412 0.32659
N 0.21259 -4.53659 1.71075
O 0.20435 -5.69424 2.13486
O 0.58652 -3.56386 2.35111
H -0.28349 -5.33734 -0.11987
H 0.47106 -3.63029 -0.09651
H -1.20243 -3.84067 0.31719
C -8.77376 1.35250 2.34973
O -7.86364 1.80916 1.32452
C -6.67918 1.01776 1.34211
C -5.52409 1.55883 0.51229
O -5.02949 2.79889 0.93240
C -4.02171 3.34255 0.07996
H -8.91941 0.28655 2.17464
H -9.70854 1.90222 2.23978
H -8.50442 1.53500 3.39004
H -6.81289 -0.04846 1.15939
H -6.40846 1.11616 2.39336
H -5.85779 1.71114 -0.51413
H -4.79454 0.75141 0.57484
H -3.18314 2.67291 -0.11103
H -3.57933 4.21225 0.56578
H -4.51372 3.63701 -0.84703
C -0.38517 1.14894 3.81690
O -1.15087 0.07311 3.32722
C -2.52857 0.44794 3.15938
C -3.41760 -0.71358 2.70054
O -3.10362 -1.16895 1.34262
C -3.94305 -2.29078 0.89597
H 0.68769 0.97275 3.73926
H -0.65405 1.38193 4.84720
H -0.69291 2.02946 3.25291
H -2.55928 1.14178 2.31930
H -2.95011 0.96613 4.02071
H -4.44124 -0.34628 2.77379
H -3.26747 -1.59540 3.32340
H -5.02049 -2.16942 1.00777
H -3.59184 -3.20697 1.37068
H -3.86440 -2.42117 -0.18334
C 5.48491 -0.49041 -1.98542
O 5.59202 0.79771 -1.33846
C 4.29656 1.49233 -1.18683
C 4.51405 3.03277 -0.98287
O 5.26519 3.55023 -2.03022
C 5.66694 4.89685 -1.81857
H 5.31508 -1.31838 -1.29715
H 6.41940 -0.74756 -2.48413
H 4.62889 -0.58506 -2.65353
H 3.62991 1.02809 -0.46008
H 3.78710 1.37629 -2.14344
H 5.11079 3.09794 -0.07306
H 3.57916 3.57275 -0.83291
H 4.79839 5.54910 -1.72749
H 6.17492 5.23019 -2.72352
H 6.32201 4.99628 -0.95307
C 3.63566 -2.83118 0.62070
O 3.10085 -4.01159 0.01213
C 3.20734 -4.04975 -1.42552
C 2.70357 -5.37141 -1.95329
O 1.30935 -5.28362 -2.15167
C 0.78730 -6.50874 -2.57191
H 3.32294 -1.89031 0.16783
H 4.72026 -2.93601 0.64787
H 3.35804 -2.80559 1.67445
H 4.19804 -3.74012 -1.75829
H 2.53284 -3.28549 -1.81159
H 2.88325 -6.15103 -1.21302
H 3.20585 -5.80165 -2.81972
H -0.26807 -6.33171 -2.77917
H 0.81473 -7.31386 -1.83765
H 1.33805 -6.88026 -3.43605
C 2.32860 2.84447 2.21224
O 3.46630 3.68020 1.92341
C 3.33825 5.00386 2.53303
C 2.59565 6.01565 1.63211
O 3.31054 6.20540 0.36697
C 2.50025 6.98710 -0.47227
H 2.13074 2.76877 3.28146
H 2.52364 1.83677 1.84536
H 1.43778 3.24428 1.72781
H 4.30103 5.43003 2.81505
H 2.85996 4.87567 3.50407
H 2.31904 6.93982 2.13956
H 1.58037 5.68828 1.40819
H 1.61563 6.44227 -0.80198
H 3.04261 7.42145 -1.31209
H 2.13703 7.85898 0.07179
*
```

As for the HOMO energy: -8.84 eV. The molar mass comes out at 816.9 g/mol. The calculation puts the energy relative to the best compared isomer or geometry (same formula, charge and spin) at 193.4 kJ/mol. As for the electronic energy: -82025.611 eV.

Record 7
DFT (ωB97M-V/def2-TZVPD) results for a cluster of 3 separate species, C4H10O in total.

Geometry as ORCA input:
```
! RIJCOSX wB97M-V def2-TZVPD def2/J DEFGRID3
* xyz 0 1
H 0.15161 1.12034 -1.32083
H -0.47195 0.87561 -0.99573
C 2.05126 0.47226 0.44952
C 1.45107 -0.62755 -0.39220
O 0.81939 -1.54402 0.07681
H 2.35380 1.33819 -0.14601
H 2.93790 0.05495 0.93774
H 1.34872 0.78286 1.22948
H 1.63363 -0.57672 -1.48573
C -1.83682 -0.87441 0.56678
C -2.27286 0.23941 -0.01141
H -1.41040 -0.87179 1.56587
H -1.85790 -1.83330 0.05698
H -2.22855 1.20201 0.49393
H -2.66890 0.24216 -1.02521
*
```

As for the HOMO energy: -9.86 eV. The molar mass comes out at 74.1 g/mol. The calculation puts the energy relative to the best compared isomer or geometry (same formula, charge and spin) at 253.9 kJ/mol. As for the electronic energy: -6355.171 eV.